C15H21Cl3GeN4OPtS | wB97M-V/def2-TZVPD

XYZ file:
```
47
Properties=species:S:1:pos:R:3:forces:R:3
Pt -1.3229 -0.1562 -0.6894 -0.06 0.01 0.01
C -2.4470 -3.4127 4.6390 0.00 -0.01 0.01
C -1.0968 -2.9312 4.1326 -0.01 0.00 -0.01
N -1.1865 -1.6127 3.4458 0.00 -0.01 0.00
C -0.9763 -0.4069 4.2846 0.01 0.02 0.00
C -2.2749 0.1987 4.7989 0.01 -0.01 0.00
C -1.4969 -1.5422 2.1799 -0.01 0.07 -0.01
S -1.6963 0.0782 1.5059 -0.02 -0.04 0.00
N -1.7474 -2.7045 1.5249 -0.01 -0.07 0.03
C -1.7631 -2.9133 0.2543 0.02 0.02 -0.05
O -1.4619 -2.1312 -0.7310 -0.01 0.02 0.06
C -2.1708 -4.2908 -0.1882 0.00 0.01 -0.01
C -2.2321 -4.6381 -1.5058 0.00 -0.01 0.00
C -2.6422 -5.9651 -1.8766 0.01 0.01 0.00
C -2.9969 -6.9283 -0.9095 0.00 0.00 0.00
C -2.9392 -6.5816 0.4099 0.00 0.01 0.01
C -2.5286 -5.2660 0.7796 -0.01 -0.01 0.01
H -2.3236 -4.3994 5.0845 -0.01 0.00 0.00
H -3.1761 -3.4804 3.8310 0.01 0.00 0.00
H -2.8492 -2.7577 5.4087 0.00 0.00 0.00
H -0.6521 -3.6378 3.4384 0.00 0.00 0.00
H -0.3985 -2.7908 4.9542 0.00 0.00 0.00
H -0.4084 0.3144 3.6953 0.00 -0.01 0.00
H -0.3389 -0.7177 5.1081 -0.01 0.00 0.01
H -2.9453 0.4846 3.9873 -0.01 0.00 0.00
H -2.0399 1.0954 5.3708 0.00 0.00 0.00
H -2.8049 -0.4851 5.4579 0.00 0.00 0.00
H -1.9807 -3.9310 -2.2837 0.00 0.00 0.00
H -2.6766 -6.2237 -2.9284 0.00 0.00 0.00
H -3.3051 -7.9172 -1.2214 0.00 0.00 0.00
H -3.2006 -7.2868 1.1879 0.00 0.00 0.00
H -2.4926 -4.9931 1.8270 0.00 0.00 0.00
C -0.5006 5.0536 -1.6520 -0.01 0.00 0.00
N -1.4684 4.2610 -0.8620 0.02 0.01 -0.03
C -2.5468 4.9849 -0.1507 0.01 0.00 0.00
C -1.4222 2.9832 -0.8531 -0.09 -0.01 0.05
N -1.4174 1.8201 -0.8617 0.08 -0.01 0.01
H 0.0311 5.7260 -0.9821 0.00 0.00 0.00
H -1.0459 5.6259 -2.3997 0.00 0.00 0.00
H 0.2041 4.3892 -2.1445 0.00 0.00 0.00
H -2.0957 5.6573 0.5757 0.00 0.00 0.00
H -3.1956 4.2748 0.3542 0.00 0.00 0.00
H -3.1224 5.5529 -0.8787 0.00 0.00 0.00
Cl -0.3596 -0.3335 -3.0513 0.02 -0.01 -0.02
Ge 0.9936 -0.2178 -1.3465 0.07 0.10 -0.05
Cl 2.0062 -1.9555 -0.8714 -0.01 -0.04 0.01
Cl 2.0711 1.5411 -1.1896 -0.03 -0.04 0.00
```
Positions in Å, forces in eV/Å.

## Properties
Multiplicity: 2
Total charge: +3
HOMO (spin up / spin down), hartree: -0.6620 / -0.6620
<S²>: 0.770
Relative energy (zero: lowest compared OMol25 entry of this formula, charge and spin), kJ/mol: 0.0
Orbital gap (spin up / spin down), eV: 7.22 / 5.21

C15H21ClN2O4P | wB97M-V/def2-TZVPD

XYZ file:
```
44
Properties=species:S:1:pos:R:3:forces:R:3
C 2.9365 -2.3999 1.7615 0.44 0.94 0.18
N 2.1003 -1.2117 1.9722 -0.35 -1.23 -0.32
C 0.8559 -1.2354 1.1864 -0.08 0.32 -0.08
C 0.7722 0.0481 0.2682 -0.79 0.14 1.77
C 1.5846 -0.0979 -0.9916 0.56 -0.41 -0.15
C 2.0518 -1.3339 -1.4554 -0.43 0.81 0.29
C 2.7518 -1.3470 -2.6440 0.39 -1.61 -0.39
N 3.0500 -0.3278 -3.4288 0.08 0.42 -0.05
C 2.6434 0.8560 -2.9732 -0.11 -0.44 0.00
C 1.9395 0.9720 -1.7949 -0.47 1.65 0.56
O 1.2452 1.0568 1.1732 0.25 0.62 -0.13
C 0.2506 1.3563 2.0716 -0.43 0.02 1.56
O 0.4216 1.7948 3.1749 0.26 -1.23 -0.81
C -1.1327 0.9751 1.4816 0.23 -0.23 -0.28
P -2.2325 -0.1585 2.4423 0.85 -1.10 1.79
C -2.8245 -1.4722 1.2544 -0.43 1.33 -0.58
O -3.6421 0.7193 2.7442 0.47 -0.23 -0.99
C -0.6989 0.5259 0.0792 -0.89 0.64 -1.03
C -0.9733 1.7563 -0.8309 -0.09 -0.93 -2.26
C -1.5571 1.2593 -2.1741 -1.32 -0.53 0.78
C -3.0873 1.0747 -2.1417 1.48 2.65 -1.38
O -2.3308 2.1928 -2.8466 0.74 0.18 0.38
H 2.3691 -3.3366 1.6539 0.19 0.02 -0.01
H 3.5756 -2.2034 0.8915 -0.24 -0.41 -0.06
H 3.6324 -2.4572 2.6064 -0.19 -0.27 -0.08
H 1.8310 -1.1712 2.9461 0.17 0.21 -0.01
H 0.0369 -1.2219 1.9200 -0.06 0.19 -0.39
H 0.7349 -2.1694 0.6241 0.02 0.12 0.07
H 1.8865 -2.2576 -0.9210 0.06 0.02 -0.14
H 3.1003 -2.3259 -2.9852 0.00 0.22 -0.07
H 2.8578 1.7392 -3.5679 0.06 -0.13 0.04
H 1.6539 1.9759 -1.4929 0.18 -0.16 0.10
H -1.6557 1.9404 1.5549 0.09 -0.09 -0.53
H -3.1966 -0.9899 0.3363 0.12 -0.30 0.01
H -2.0204 -2.1680 1.0088 -0.14 0.03 0.13
H -3.6824 -1.9853 1.7015 0.33 -0.11 0.14
H -4.3131 0.0413 2.8868 -0.17 0.23 0.15
H -1.2443 -0.2871 -0.4205 -0.21 -0.06 0.67
H -0.1156 2.3782 -1.0768 -0.12 0.11 0.52
H -1.7834 2.4026 -0.4939 0.45 0.05 0.63
H -0.9811 0.5312 -2.7508 -0.01 0.27 -0.16
H -3.6534 0.8639 -3.0434 -0.37 -1.64 0.76
H -3.5628 1.5706 -1.2972 -0.32 -0.69 0.05
Cl 0.4062 4.1269 1.5909 -0.24 0.60 -0.68
```
Positions in Å, forces in eV/Å.

## Properties
Multiplicity: 1
Total charge: -1
HOMO, hartree: -0.1385
Orbital gap, eV: 6.28

C15H21CuN3O3PSTe | wB97M-V/def2-TZVPD

XYZ file:
```
46
Properties=species:S:1:pos:R:3:forces:R:3
Cu -0.5725 0.0094 0.6506 -0.12 1.39 0.72
S -1.6025 -2.1747 4.6216 -0.23 -0.30 0.44
C -1.4243 -1.2657 3.3035 0.66 1.56 -2.04
N -1.2361 -0.5866 2.3442 -0.74 -1.31 2.21
C -0.2101 2.0575 0.6923 2.55 -2.44 -1.79
C -0.9939 3.0950 1.2616 -2.51 1.10 0.67
C -0.5646 4.4245 1.3922 0.72 -1.31 -0.01
C -1.3835 5.3276 2.0024 0.40 2.49 0.50
C -2.6935 5.0628 2.3160 -0.32 -0.49 0.94
C -3.1432 3.7566 2.2045 0.15 0.23 -0.26
C -2.3225 2.7868 1.6660 0.80 0.17 -0.29
H 0.8324 2.0202 1.0467 -0.24 0.16 0.30
H -0.0400 2.2131 -0.3938 -0.36 -0.05 0.13
H 0.4484 4.6948 1.0736 -0.33 -0.11 0.26
H -0.9636 6.3065 2.3288 -0.37 -0.58 -0.68
H -3.3223 5.7943 2.8129 0.15 0.07 -0.09
H -4.1027 3.5133 2.6056 -0.62 -0.25 -0.07
H -2.6704 1.7667 1.5274 0.11 0.08 0.25
C 3.9830 -1.2172 2.0853 -1.45 -0.01 -0.48
C 4.0390 -0.6301 0.6707 -0.62 -0.04 0.07
O 3.4895 -1.6158 -0.2552 0.14 0.76 0.48
P 1.9023 -1.7654 -0.5034 -0.33 -2.02 -0.66
O 1.1620 -0.5740 0.0256 1.11 0.09 -0.42
Te 1.0835 -4.0163 0.0631 0.42 1.08 0.07
O 1.9048 -1.6902 -2.1256 -0.46 -0.77 -0.54
C 1.8042 -2.8010 -3.0804 -0.41 1.27 -0.63
C 1.4079 -2.1318 -4.4441 0.48 0.03 1.69
H 4.4908 -0.6018 2.8261 0.06 -0.03 -0.02
H 4.3570 -2.2369 2.0565 0.33 0.00 0.14
H 2.8941 -1.3185 2.3575 1.03 0.22 -0.06
H 5.0611 -0.4176 0.3257 -0.29 -0.21 0.07
H 3.4376 0.3028 0.5981 0.39 -0.56 0.06
H 1.0697 -3.5908 -2.8433 0.02 0.83 0.50
H 2.7443 -3.3225 -3.1313 0.61 0.01 -0.02
H 0.5777 -1.4460 -4.1769 0.38 -0.37 -0.56
H 1.0884 -2.9402 -5.0816 -0.27 -0.06 -0.53
H 2.2407 -1.5715 -4.9136 -0.49 -0.27 0.35
N -2.5725 -1.6349 -2.5197 -1.27 -0.08 0.29
C -3.0467 -2.5658 -1.5693 -0.06 0.03 -1.07
C -2.5100 -2.1920 -0.3951 0.27 1.81 -1.14
N -1.8486 -0.9719 -0.5839 -0.21 -0.50 -0.11
C -1.9479 -0.6507 -1.8472 0.34 -0.90 0.58
H -2.9451 -1.4612 -3.4324 -0.13 -0.38 -0.26
H -3.7764 -3.3419 -1.7985 0.63 0.20 -0.15
H -2.5842 -2.6326 0.5495 0.03 -0.49 1.15
H -1.5415 0.2334 -2.3126 0.05 -0.05 0.03
```
Positions in Å, forces in eV/Å.

## Properties
Multiplicity: 2
Total charge: -1
HOMO (spin up / spin down), hartree: -0.1525 / -0.1524
<S²>: 0.754
Relative energy (zero: lowest compared OMol25 entry of this formula, charge and spin), kJ/mol: 51.7
Orbital gap (spin up / spin down), eV: 6.53 / 6.53

C15H21F3O15 | wB97M-V/def2-TZVPD

XYZ file:
```
54
Properties=species:S:1:pos:R:3:forces:R:3
C 0.6909 -0.1633 -0.8523 1.73 -1.98 0.45
C -0.7851 0.0352 -0.6112 1.98 0.43 -1.26
O -0.8798 1.3533 -1.0996 -2.33 0.75 -1.59
C 0.2047 1.8026 -1.7493 0.72 5.21 0.00
O 0.3831 2.9670 -2.1994 -1.16 -4.72 1.32
O 1.1817 0.9476 -1.5587 0.97 -0.60 -0.80
F -1.0701 0.1337 0.6630 -0.54 -0.16 2.33
H 0.9380 -1.0912 -1.3682 -0.30 0.14 -0.48
H 1.2820 -0.2404 0.0602 -0.38 0.20 0.48
H -1.3528 -0.7896 -1.0418 -0.67 0.65 -0.50
C -4.8046 -2.2302 2.5167 0.58 0.52 0.36
C -3.3630 -1.7612 3.0709 -3.98 -0.03 -4.56
O -2.6184 -1.9661 1.8754 0.20 -0.74 -0.71
C -3.2904 -2.8381 0.9487 1.83 0.47 -2.42
O -2.8370 -3.2704 -0.1127 -0.52 1.49 3.57
O -4.5324 -2.9728 1.3119 -0.90 0.07 1.11
F -2.9460 -2.5259 4.0053 1.53 -1.64 2.70
H -5.3538 -1.3186 2.2812 -0.10 -0.12 -0.34
H -5.4344 -2.8481 3.1568 0.44 -0.01 0.19
H -3.4870 -0.7131 3.3432 0.93 0.02 0.10
C 3.0351 5.8214 -0.1739 -0.52 -1.00 1.47
C 2.7121 4.3465 -0.0517 -0.83 1.01 0.59
O 1.5325 4.3090 0.8463 1.37 1.22 -0.48
C 1.4523 5.5686 1.4717 -1.36 2.12 2.32
O 0.6400 6.0098 2.3131 2.99 -2.89 -3.50
O 2.4922 6.3573 1.0447 -0.62 -0.33 -0.35
F 3.7656 3.6289 0.5104 -1.05 0.06 -0.36
H 2.4442 6.1218 -1.0391 0.44 0.82 0.02
H 4.1177 5.9439 -0.2066 -0.26 0.48 -0.23
H 2.4712 4.1022 -1.0863 -0.20 -1.69 0.49
C 2.2966 0.6502 4.7439 -0.35 2.03 0.58
O 3.0484 -0.2420 3.8789 0.97 1.30 -1.46
C 3.7889 0.2361 2.8888 -2.18 -4.94 -0.54
O 4.2111 1.4086 2.7562 -0.05 -0.05 0.10
O 3.9405 -0.7665 1.9573 0.10 3.40 4.69
C 4.4744 -0.3923 0.7399 0.39 -0.50 -3.91
H 1.6428 1.3494 4.2225 0.10 -0.36 -0.94
H 2.9912 1.3306 5.2365 0.02 -0.57 0.60
H 1.5999 0.1223 5.3950 0.88 -0.62 -0.02
H 4.8971 -1.2985 0.3062 -0.02 -0.01 0.15
H 5.2376 0.3763 0.6177 -0.11 0.18 0.98
H 3.6065 -0.1432 0.1293 0.24 0.30 -0.31
C -3.6960 -1.1172 -3.7532 1.91 -1.20 0.82
O -3.4830 -2.5561 -4.0543 0.25 0.60 -0.31
C -2.2342 -3.1741 -3.9848 -0.20 5.18 2.40
O -1.2023 -2.6089 -3.5160 -2.96 -1.97 -1.73
O -2.4536 -4.3637 -4.4070 2.10 -1.25 -0.51
C -1.2086 -5.1304 -4.5490 -1.10 -1.19 -1.09
H -3.0496 -0.5027 -4.3798 -0.17 -0.09 -0.15
H -3.3589 -1.0047 -2.7227 -0.03 0.28 0.07
H -4.7331 -0.7841 -3.7929 0.01 -0.86 -0.47
H -1.4475 -6.0847 -4.0796 0.70 0.32 0.80
H -0.3026 -4.5723 -4.3126 -0.45 -0.23 0.57
H -1.1538 -5.4521 -5.5890 -0.03 0.52 -0.28
```
Positions in Å, forces in eV/Å.

## Properties
Multiplicity: 2
Total charge: +1
HOMO (spin up / spin down), hartree: -0.4539 / -0.4539
<S²>: 0.756
Orbital gap (spin up / spin down), eV: 7.92 / 1.96